This record from the OMol25 dataset describes a cluster of 9 separate species, C28H76F2N9O13P3 in total. The level of theory is ωB97M-V/def2-TZVPD.

Its HOMO energy is -8.345 eV. As for the LUMO energy: 0.651 eV. For the total energy, the calculation gives -103599.4161 eV. For the gap between HOMO and LUMO, the calculation gives 9.00 eV. The SMILES is CN(C)P(=O)(N(C)C)N(C)C.CN(C)P(=O)(N(C)C)N(C)C.CN(C)P(=O)(N(C)C)N(C)C.O=C1OC[C@@H](F)O1.O=C1OC[C@@H](F)O1.CO.CO.CO.CO.

Geometry as XYZ:
```
131
Properties=species:S:1:pos:R:3:lowdin_charge:R:1
H -3.4125 4.5329 -3.2707 0.09
O 6.0158 1.0695 -0.0960 -0.31
H 0.9348 -6.5427 0.6690 0.15
H 8.3874 1.4515 -0.2045 0.07
H -1.6921 -1.6394 -4.0196 0.09
H -1.5568 -5.8066 2.0108 0.13
H 0.3957 -1.0550 1.0530 0.09
H -0.7642 3.0400 -0.9008 0.16
H 4.6440 2.8868 -0.0561 0.08
H 7.8828 -0.8351 2.6737 0.06
H -2.9283 1.4250 -6.2266 0.06
O 0.0897 -0.3827 -2.0029 -0.19
H -3.4266 -1.5728 -4.3524 0.08
H 3.7951 0.0271 2.7587 0.09
N -6.7863 -0.4507 2.2497 -0.29
N -4.3962 -0.1347 1.0641 -0.31
C 8.1860 1.4396 3.2117 -0.14
H 0.5796 -1.5687 -3.6647 0.08
H 2.2655 -3.6678 0.9530 0.05
H -3.3333 1.6408 3.0617 0.07
N -3.9533 2.4734 -3.8462 -0.28
O -0.7446 -3.3456 -1.3301 0.14
H 4.1323 3.8957 1.2248 0.07
H -7.8905 0.9776 1.0970 0.09
H -0.9244 0.6308 -0.0674 0.11
C -5.4156 0.7363 4.6473 -0.16
C -0.0518 -6.1676 0.4632 -0.29
C -5.1956 1.6801 -3.8270 -0.09
C -0.9609 2.8910 0.1873 -0.32
O -2.0199 1.5986 -2.1596 -0.30
C 5.1584 -2.0159 -1.5782 -0.14
H 1.6523 -0.1793 -3.3437 0.09
H 5.7290 -2.6941 -0.9681 0.07
H -4.7336 -0.2321 -1.0101 0.05
O 1.0965 2.4094 2.8366 0.13
F -0.8294 -7.1614 0.0116 0.09
H -0.5232 -0.9746 -1.5609 0.05
H -5.1348 3.8745 -3.0654 0.06
C 4.6613 -0.6742 2.9894 -0.06
C -1.2615 1.4860 0.5429 -0.06
N -4.6821 0.1465 3.5802 -0.29
H 3.3275 2.3980 1.1131 0.07
C 0.2847 2.3426 1.9555 -0.55
H 0.6001 3.4105 -3.6854 0.11
C -2.6271 -1.0173 -3.8672 -0.10
H -0.0225 -4.7598 2.2063 0.16
C -2.7723 0.4006 -5.9027 -0.10
C 8.7454 1.7212 0.7682 -0.12
H 5.7069 2.3745 4.0127 0.06
C 4.3083 2.8651 0.9884 -0.10
H 4.8996 -0.4642 4.0031 0.07
P -5.4461 0.5118 2.1235 0.47
C -0.6560 -4.2082 -0.4833 -0.54
O -0.6854 1.3694 1.8897 0.03
H -5.5538 1.5109 -2.7881 0.09
C 4.9149 2.6540 3.3442 -0.14
O -1.3468 -4.2166 0.6867 0.06
H 4.8502 3.7579 3.4689 0.09
N -1.3109 2.7981 -4.2944 -0.28
H 9.6828 1.3025 1.0195 0.06
H 9.0573 2.7530 0.7767 0.08
H -2.6396 0.0170 2.9399 0.06
H -3.9274 -1.7121 2.3250 0.06
C 6.9366 -1.3144 2.4901 -0.08
C 1.3200 -0.7932 0.5358 -0.14
H 5.8249 -1.3203 -2.1287 0.10
H -2.4002 3.8333 -5.6660 0.03
H 2.4757 -4.8121 -1.1962 0.06
C -8.0646 -0.0127 1.6261 -0.09
C -1.3965 3.5559 -5.5763 -0.12
C -4.1827 0.3119 -0.3039 -0.12
H 3.8836 2.2774 3.5709 0.09
H 1.8592 -0.3312 1.3564 0.07
H -2.3759 1.4319 0.7552 0.12
H 4.4608 -1.7322 2.7515 0.09
N 7.8665 1.2992 1.8149 -0.32
C -0.7725 -5.2482 1.5048 -0.03
H 4.5264 -2.5315 -2.3026 0.09
C -7.0615 -1.5664 3.1264 -0.14
H -2.8267 -0.9969 -2.8669 0.03
H -3.1555 0.2031 -0.6694 0.04
H -5.4464 1.8560 4.7162 0.11
N -2.4596 0.3039 -4.4530 -0.28
H -4.5416 -2.2137 0.6751 0.09
C 0.0480 2.4133 -3.8276 -0.11
H -4.5908 1.3933 -0.3020 0.11
H 1.1685 -0.1066 -0.3091 0.08
N 5.2206 2.3025 2.0038 -0.29
C -3.9444 -1.4976 1.2832 -0.11
H -8.4566 -0.7248 0.9670 0.05
H -6.4376 0.3848 4.7573 0.07
H 9.2969 1.2384 3.2921 0.10
H 6.6803 -2.0263 3.2461 0.08
H 7.9761 2.4336 3.7402 0.10
O 4.2968 -1.2957 -0.7670 -0.13
H -5.0262 0.7226 -4.2600 0.06
H -2.9143 0.7771 4.5239 0.08
O 0.1490 -5.2538 -0.5939 0.10
H 0.5704 1.7832 -4.5778 0.08
H -0.7698 4.4839 -5.6387 0.09
H -8.7834 0.1199 2.4642 0.09
N 5.9006 -0.2820 2.2772 -0.29
H -7.8507 -1.2987 3.8229 0.07
H -5.9536 2.2407 -4.2851 0.06
H -7.2657 -2.4933 2.5775 0.09
O 2.3379 -4.6348 0.8415 -0.13
C 3.0788 -4.8075 -0.3297 -0.17
H -4.9899 0.3804 5.5222 0.06
H -3.6320 -0.2149 -6.2309 0.09
H -1.1438 2.9709 -6.5256 0.09
P 6.2183 1.0340 1.3825 0.59
O 1.9625 -2.0095 0.2785 -0.15
H 3.6627 -5.8112 -0.2650 0.12
O -5.7284 1.8724 1.6405 -0.28
C 1.0532 -0.9643 -2.8630 -0.12
H 3.9121 -4.1502 -0.5366 0.05
P -2.4572 1.7400 -3.5767 0.58
C -4.0841 3.6989 -2.9852 -0.08
H 7.7482 0.6109 3.7836 0.06
H -3.9652 3.4543 -1.9353 0.07
H 2.8558 -1.8308 -0.0954 0.04
H -1.8994 0.0113 -6.4277 0.08
H -6.3343 -1.6776 3.9491 0.08
H -2.8978 -1.6570 0.8600 0.10
H -0.0517 1.9128 -2.8894 0.02
F -2.0024 3.6894 0.5592 0.08
H 7.0004 -1.8951 1.6324 0.06
H 1.5871 -1.6235 -2.2382 0.05
O 0.2162 3.1663 0.9073 0.15
H 4.6521 -0.4760 -0.4651 0.03
C -3.2619 0.6753 3.5173 -0.06
```

***

This record from the OMol25 dataset describes a structure of composition C28H77AgCsN7O15S2. The level of theory is ωB97M-V/def2-TZVPD.

Its HOMO energy (spin up / spin down) is -4.364 / -4.305 eV. As for the total charge: -1. Its multiplicity is 2. As for the LUMO energy (spin up / spin down): 0.710 / 0.710 eV. For the total energy, the calculation gives -97643.2178 eV. For the gap between HOMO and LUMO (spin up / spin down), the calculation gives 5.07 / 5.01 eV.

Geometry as XYZ:
```
131
Properties=species:S:1:pos:R:3:lowdin_charge:R:1
H 0.0199 8.6096 0.6171 0.08
N -2.7315 0.2068 0.1967 0.05
O -0.3478 6.5432 0.5239 -0.20
C 0.0391 4.0897 -2.7013 -0.05
H 1.6266 7.0716 0.6367 0.12
H 3.9978 -3.5312 0.5769 0.08
H -1.9238 -1.3289 7.3511 0.12
H -1.4131 -2.3843 1.3316 0.05
H -2.2423 -0.6017 -3.1196 0.13
H -0.6742 -3.5850 8.9283 0.09
O -0.5796 -0.4934 2.1779 -0.40
O -1.9387 -1.7524 -4.7501 -0.19
H 0.8946 -2.8029 5.1553 0.08
O 3.6880 1.0264 -0.1498 -0.41
H -2.0634 -2.1577 4.8023 0.14
H -3.6607 5.4212 0.5704 0.09
N -1.9554 -2.9400 0.6737 0.06
H -0.7442 -0.1819 -4.0109 0.11
H -0.6588 -0.6882 -1.1770 0.03
N 0.6775 3.8637 0.6755 0.07
H -4.1714 -4.1362 0.3894 0.08
C -3.4243 -4.9131 0.5722 -0.06
H -3.2777 -0.2333 -5.3074 0.09
H 0.8986 4.7261 -2.4883 0.07
H 3.1165 -2.2809 1.4247 0.07
H 0.7298 3.0521 1.2954 0.03
C 3.1504 -1.8066 -3.0067 -0.39
H -0.7094 -8.2882 1.8597 0.08
H 1.0399 2.6736 -0.9366 0.03
H -1.7785 -0.3142 -6.1763 0.08
H -2.7533 1.8455 2.4473 0.13
H -5.2088 0.3304 0.3206 0.07
H 1.2233 5.9646 -0.7011 0.12
C -2.5508 -0.9492 -5.7181 -0.13
H 2.0831 0.0815 -6.2509 0.08
H -2.7299 -2.3736 0.3550 0.06
H -0.5041 -5.1119 0.2732 0.12
H -1.8981 -3.8139 -3.1831 0.08
C 3.7285 -2.4654 0.5468 -0.12
C -0.1215 -3.0115 4.8153 -0.04
O 4.9570 2.9953 -0.8726 -0.42
H 4.9350 -1.8841 -1.7366 0.14
C 1.0248 6.1998 0.3495 -0.21
H 3.4602 5.5735 1.5512 0.08
H -0.2856 1.9739 -2.7366 0.13
H 2.1726 -2.2626 -3.1556 0.11
H -0.5287 8.0350 -0.9334 0.09
H -3.0578 -1.5481 -6.4706 0.08
N -0.0854 -1.4391 -1.5429 0.07
Cs 0.1804 2.6844 5.1488 0.94
H 3.2466 4.6698 0.0383 0.07
H -4.8042 0.7747 1.9680 0.08
H 2.1250 2.8931 -4.3350 0.14
C -3.1327 4.4683 0.4776 -0.12
C -1.0456 -5.1461 1.2231 -0.21
H -0.2643 -1.9653 7.2379 0.13
H 0.2952 -0.5121 5.2503 0.04
Ag 1.9050 0.1111 -0.7729 1.03
N 1.5045 2.3052 -1.7757 0.02
H 4.6618 -1.9158 0.7307 0.10
S 4.9968 1.5062 -0.7580 0.28
H 3.8242 0.1941 -2.8133 0.03
H 0.6119 -7.0401 1.8880 0.09
C -2.6537 2.3665 1.4898 -0.18
H -0.2934 -4.7334 1.9175 0.12
H -2.4426 -0.1502 1.1132 0.05
H -0.3086 4.1062 0.7797 0.05
H -2.3644 -2.8711 -1.8593 0.07
C 1.4210 5.0146 1.2165 -0.41
N 2.9499 -0.3526 -2.9055 0.04
H 2.6784 0.0164 -3.8126 0.05
O 6.1086 1.2655 0.1786 -0.38
C 2.9073 4.7590 1.0704 -0.04
C -3.4104 1.4792 0.4834 -0.43
H -2.1658 4.7587 0.0557 0.06
H 3.4744 -1.7822 -5.1832 0.06
C 1.1008 2.4988 -4.2976 -0.18
O 0.0321 0.7638 0.2710 -0.47
H -0.3164 -4.0018 5.2439 0.07
H -0.5422 4.3845 -3.5734 0.07
O -3.2133 3.6692 1.6266 -0.17
H 5.0170 -1.8905 -4.1679 0.08
C -1.3820 -1.0048 -3.6764 -0.18
H -0.5599 4.0734 -1.7917 0.06
C -0.3468 -7.3462 1.4551 -0.12
N -0.6236 -0.6792 4.8692 0.01
H -3.2204 -5.2227 -0.4630 0.07
H 0.3425 2.9970 -4.9080 0.12
H -2.5857 -4.0934 2.3255 0.13
C -1.2941 -2.0674 6.8450 -0.21
C -1.7266 -3.5717 8.5946 -0.12
H 1.3182 1.5447 -6.8510 0.08
O -1.6778 -3.3844 7.2008 -0.20
C -0.6261 7.8575 0.1455 -0.13
H -1.8183 0.5373 -0.1245 0.02
H -2.1593 -2.7418 9.1626 0.08
C -2.2534 -4.2191 1.2875 -0.42
C -1.4657 -3.2237 -2.3718 -0.07
C 3.9648 -2.1434 -4.2814 -0.05
H -3.5267 1.9996 -0.4715 0.12
H -3.7189 3.9664 -0.3017 0.08
H -3.6419 -5.8643 1.0494 0.07
H 2.2813 2.9720 -1.6814 0.08
C 0.5803 2.6330 -2.8685 -0.39
H 2.8726 1.6693 -5.9463 0.09
S 0.4977 0.3679 1.6384 0.29
H -0.2479 -3.0676 3.7376 0.06
C -1.1350 -1.9665 5.3459 -0.41
O 1.3070 1.1650 -4.7600 -0.24
H 3.9000 -3.2392 -4.3446 0.07
H -1.6524 8.0851 0.4345 0.08
H -1.5865 2.4039 1.2578 0.09
C -0.6533 -2.0017 -2.7955 -0.39
C 3.9158 -2.2788 -1.7817 -0.21
O 5.2085 0.9005 -2.0879 -0.40
O 0.7001 1.5492 2.5083 -0.55
H -2.1458 -4.5553 8.7822 0.09
C 1.9188 1.1365 -6.0307 -0.11
H -5.5388 1.9833 0.9219 0.07
H -0.8917 -3.8362 -1.6826 0.06
H 4.0037 -3.3657 -1.9538 0.13
H -0.6378 -0.6451 3.8448 0.00
H 0.1440 -2.4301 -3.4157 0.12
O 3.1440 -2.0108 -0.6412 -0.24
H 1.0318 5.3193 2.2017 0.13
O 1.7604 -0.4047 1.4788 -0.38
H -0.1900 -2.2486 -0.9437 0.05
O -1.3811 -6.4259 1.7477 -0.19
H 3.2381 3.8468 1.5693 0.09
C -4.8379 1.1478 0.9375 -0.06
H -0.1320 -7.4495 0.3859 0.09
```

***

This record from the OMol25 dataset describes a structure of composition C28H77F6N7Na2O7P. The level of theory is ωB97M-V/def2-TZVPD.

Its HOMO energy is -10.333 eV. As for the total charge: +1. As for the LUMO energy: -4.974 eV. For the total energy, the calculation gives -89470.0439 eV. For the gap between HOMO and LUMO, the calculation gives 5.36 eV.

Geometry as XYZ:
```
128
Properties=species:S:1:pos:R:3:lowdin_charge:R:1
H 4.4141 2.1576 1.3686 0.08
H 0.6714 5.2243 1.4958 0.07
C 3.0386 -3.7417 -1.7112 -0.40
C 0.6060 -0.2320 4.0064 -0.26
H -3.4819 1.1547 -1.6531 0.10
H 0.7090 3.3287 -1.2656 0.01
H -5.8619 1.9708 -4.0307 0.10
H -3.9865 5.1863 1.5270 0.13
O -3.1103 -4.3631 -1.1264 -0.18
O 6.0170 -1.6397 0.6648 -0.20
H 1.2398 -4.8278 -1.1551 0.12
O 2.4563 -6.1952 -2.1032 -0.17
O 2.7203 7.1528 0.1465 -0.18
H 5.1491 -0.3458 -0.6334 0.10
H 3.0491 6.0058 -1.5067 0.11
H 1.6492 -1.7076 6.3879 0.08
H 3.6437 -7.6758 -2.6650 0.10
H 3.3451 5.1934 0.0211 0.12
H 2.3104 -2.3909 -0.1212 0.06
H -3.1910 7.9463 2.2077 0.06
C 2.6596 5.8626 -0.4989 -0.18
H -5.3108 -0.9057 -2.8051 0.14
N -2.5274 7.7230 1.4798 0.03
H -2.5369 -6.3694 -1.2683 0.13
H -5.3648 -5.2945 -1.1771 0.14
H 1.3440 -2.7051 -2.3028 0.05
H 1.6256 0.1495 3.9532 0.11
H -5.3839 0.5037 -4.9635 0.09
C -2.0763 6.3106 1.6084 -0.43
H -2.4479 -1.2296 -2.0244 0.02
C -4.8695 -1.0143 -0.6835 -0.03
H 2.8949 1.4108 1.9842 0.06
C 3.6889 -6.7790 -2.0472 -0.16
H -1.7396 8.2193 1.8712 0.06
H -1.0857 -4.4651 -0.4221 0.08
H 3.6278 -1.7313 -0.8787 0.06
C 0.7525 -1.7870 4.3049 -0.39
H -3.8016 2.9461 -0.1739 0.07
H 5.9407 0.7334 2.8211 0.06
H -0.1033 3.8436 0.6552 0.06
N 5.1648 0.0870 2.8022 0.03
H 2.7901 -1.6267 5.2050 0.07
C -1.8444 6.0665 3.0243 -0.08
H 1.0755 8.0908 -0.8924 0.08
H 2.1558 -2.0466 2.9649 0.05
H 4.4820 -6.1547 -2.4587 0.08
F 1.7429 -0.2676 -1.8538 -0.17
H 3.1316 1.3333 0.3333 0.05
H 3.8371 -0.8540 1.5921 0.11
C -4.3336 0.8416 -2.2569 -0.19
H 0.6910 -2.1292 2.3013 0.05
N 2.2284 -3.0542 -2.6434 0.02
H -5.4526 -6.0259 -3.4799 0.07
O -2.3533 4.0864 0.9080 -0.20
H -0.2744 -2.0455 4.5633 0.13
N 1.2317 -2.4316 3.0990 0.03
Na 2.1275 -0.6908 -4.3109 0.76
H -1.2133 6.8091 3.5125 0.09
H 2.3081 9.1075 -0.1251 0.09
C -0.2732 1.8328 4.5191 -0.08
H 6.7977 -3.2831 -0.4041 0.09
H -3.9165 2.9566 1.5826 0.10
H -2.3348 -4.0920 0.7240 0.09
C -3.2198 3.0067 0.7459 -0.11
F -0.3436 -1.4708 -1.8762 -0.18
H 5.6273 -0.7563 3.1104 0.06
O -3.9402 1.2464 -3.5751 -0.24
H -2.7065 2.0454 0.7219 0.08
C -2.0758 -4.0181 -0.3322 -0.18
H 2.1240 -3.5068 -3.5402 0.08
H 0.4767 5.8416 -0.8094 0.11
H 1.5824 3.8186 1.1162 0.07
C 3.7059 1.3362 1.2598 -0.04
C -4.4621 -0.6666 -2.1643 -0.39
O -0.0253 0.4987 4.9675 -0.18
H 4.0110 -7.0295 -1.0364 0.09
H -4.7238 1.9626 -5.3457 0.08
C 2.3098 -4.9901 -1.2850 -0.15
C -4.6995 -6.0164 -1.6507 -0.45
C 0.7922 4.4608 0.7273 -0.06
C 6.9186 -2.2080 -0.2706 -0.09
C 1.8266 -2.1025 5.3876 -0.06
H 4.0428 -3.9614 -2.0738 0.14
H 2.2523 3.4527 -1.4053 0.05
H -1.5282 5.0463 3.2418 0.08
H 6.3605 0.3253 0.3084 0.13
C 2.1399 8.1819 -0.6755 -0.10
F 0.0181 0.6712 -2.8883 -0.18
P 0.2330 0.0447 -1.3997 0.25
F 0.8173 1.4579 -0.8897 -0.15
H -4.6644 -8.2322 -1.8456 0.08
H -2.8532 6.0601 3.4370 0.09
C 3.2559 -2.7059 -0.5628 -0.04
H 7.9374 -2.0014 0.0571 0.09
H -4.1179 -0.6575 0.0208 0.07
C -5.0350 1.4062 -4.4616 -0.09
H -3.2280 5.5778 -0.0822 0.13
H -3.8666 -6.4325 -3.4489 0.08
C -3.0670 5.2512 0.9452 -0.19
H 6.8974 -1.6826 -1.2254 0.08
C -5.2838 -7.4368 -1.4312 -0.06
C 5.5306 -0.3770 0.3872 -0.25
H 3.7729 -3.1150 0.3053 0.09
H -1.3003 1.8811 4.1573 0.08
H -6.2820 -7.3710 -1.8641 0.07
H 0.3674 2.2180 3.7257 0.08
F 0.6442 -0.5403 0.0588 -0.14
C 4.4836 0.0148 1.4682 -0.37
H 2.6426 -5.2696 -0.2854 0.12
Na -1.5295 1.3278 -4.5461 0.77
H 2.0301 -3.1734 5.3897 0.07
H -3.0693 -0.9605 -3.4360 0.04
H -2.0396 -2.9398 -0.4872 0.07
F -1.2567 0.3715 -0.8458 -0.13
H 0.1188 -0.0814 3.0430 0.11
N -3.2799 -1.4232 -2.5633 0.09
N 1.4096 3.9736 -1.6022 0.03
H -3.5846 -6.0119 0.1550 0.12
H -5.8607 -0.6968 -0.3598 0.08
H -0.1179 2.3518 5.4649 0.09
C -3.3728 -5.7816 -0.8892 -0.15
H 2.6318 8.2862 -1.6426 0.08
H -5.4344 -7.6119 -0.3660 0.07
C 1.2795 5.1321 -0.6088 -0.34
H -4.7854 -2.0795 -0.4684 0.07
H -1.1522 6.3445 1.0313 0.11
H -5.2131 1.3987 -1.9341 0.13
N -4.5619 -5.8166 -3.0522 0.03
```